Density functional theory data (wB97M-V/def2-TZVPD) for a structure of composition C16H24FeN7O2.

```
! RIJCOSX wB97M-V def2-TZVPD def2/J DEFGRID3
* xyz 1 1
Fe -0.1843 0.3358 0.6241
C 3.3169 3.2107 -0.5703
C 2.2543 2.1671 -0.4056
N 1.0430 2.3344 -0.1158
C 0.2199 3.5075 -0.1083
C -1.0672 3.0280 -0.8110
N -1.6110 1.7924 -0.1855
C -2.4942 2.0868 0.9560
C -3.0171 0.7877 1.5497
N -1.9139 -0.1838 1.7556
C -2.2486 -1.5657 1.3557
C -2.1457 -1.6918 -0.1596
N -0.8267 -1.1919 -0.5102
C 0.0137 -1.8575 -1.2038
C -0.2759 -3.1433 -1.9143
C 1.3855 -1.2458 -1.2519
C 2.5491 -1.8715 -1.6833
C 3.7409 -1.1738 -1.5713
C 3.7416 0.1370 -1.1000
C 2.5317 0.6996 -0.7348
N 1.4098 -0.0128 -0.7728
H 3.1140 4.0646 0.0728
H 3.3579 3.5574 -1.6056
H 4.2990 2.8134 -0.3189
H 0.6504 4.3586 -0.6437
H 0.0061 3.8118 0.9182
H -0.8003 2.7810 -1.8380
H -1.8241 3.8170 -0.8167
H -2.1513 1.3030 -0.8920
H -3.3308 2.7270 0.6590
H -1.9101 2.6206 1.7048
H -3.7523 0.3445 0.8749
H -3.5259 0.9986 2.4912
H -1.6483 -0.1796 2.7328
H -3.2418 -1.8612 1.7042
H -1.5010 -2.2225 1.8007
H -2.9058 -1.0767 -0.6503
H -2.3099 -2.7258 -0.4617
H -1.2087 -3.0746 -2.4725
H -0.3658 -3.9614 -1.1961
H 0.5162 -3.3965 -2.6131
H 2.5367 -2.8798 -2.0706
H 4.6701 -1.6388 -1.8714
H 4.6617 0.7012 -1.0438
O 1.6252 0.1870 2.8504
N 1.1710 1.4190 2.9436
O 0.1885 1.6581 2.2881
N 1.2466 -1.8960 1.9168
C 0.9608 -0.6768 1.8269
H 1.9116 -2.1261 2.6587
*
```

Density functional theory data (wB97M-V/def2-TZVPD) for a structure of composition C10H9DyN2O5Se.

Its expectation value of S² is 9.35. For the relative energy (zero: lowest compared OMol25 entry of this formula, charge and spin), the calculation gives 269.3 kJ/mol.

```
! RIJCOSX wB97M-V def2-TZVPD def2/J DEFGRID3
* xyz 2 6
O 0.8293 0.7975 -2.9381
C 0.0304 1.1145 -2.1401
Dy -1.4113 1.4391 -0.7267
O -3.0578 0.0160 -3.7206
C -2.5226 0.4752 -2.8086
C -1.2168 -0.8657 -1.1050
O -1.8362 -0.7052 -0.0247
C -0.1974 -1.8261 -1.4948
O 0.8505 -1.9852 -0.8334
C -0.4335 -2.2145 -2.8520
O -0.6377 -1.7015 -3.9113
H -0.2677 -3.1593 -2.3229
C -1.5588 1.5515 2.2562
N -0.3514 0.7861 1.9761
C -0.0653 -0.4702 2.4908
C 1.1454 -0.8322 2.0027
N 1.6064 0.2085 1.2172
C 2.8388 0.2017 0.4564
C 0.6853 1.2113 1.1747
Se 0.7951 2.8292 0.2341
H -1.4483 2.5720 1.8538
H -1.7249 1.6289 3.3397
H -2.4438 1.0589 1.8077
H -0.7625 -0.9916 3.1237
H 1.7176 -1.7361 2.1294
H 3.6064 -0.3159 1.0412
H 2.6943 -0.3232 -0.4947
H 3.1362 1.2364 0.2693
*
```

no.,E (eV)
1,-65886.0770
2,-113141.2626